--- w ---
Density functional theory data (ωB97M-V/def2-TZVPD) for 2 unconnected molecules or ions with the total composition C4H8IN2.

ORCA input file:
```
! RIJCOSX wB97M-V def2-TZVPD def2/J DEFGRID3
* xyz 1 1
C -1.1816 1.1701 -0.0628
C -1.0337 3.5602 -0.4422
C 1.2663 -0.5759 0.0051
C 0.1021 -2.7172 0.4033
N -1.2839 2.3458 -0.3533
N 1.1722 -1.8306 0.0973
I 3.1531 0.2846 -0.3733
H -2.1555 0.6409 0.0833
H -0.9786 4.0244 -1.4546
H -0.9492 4.1745 0.4685
H 0.4910 0.0286 -0.2390
H -0.8802 -2.3651 0.1364
H 0.1555 -3.7354 0.0195
H 0.0423 -2.6743 1.5212
H 2.0803 -2.3307 0.1906
*
```


--- x ---
Density functional theory data (ωB97M-V/def2-TZVPD) for a gas-phase ion, C4H8IN2 (charge +1).

## Properties
SMILES: C[C@H]1C[NH+]=C(I)N1

ORCA input file:
```
! RIJCOSX wB97M-V def2-TZVPD def2/J DEFGRID3
* xyz 1 1
C -0.7725 0.9189 -0.6028
C -0.1107 0.2961 0.6251
C 0.1091 -1.1862 0.3608
N 1.4952 -1.2968 -0.0165
C 2.2556 -0.2823 0.2308
I 4.2414 0.0483 0.0832
N 1.2500 0.8128 0.7632
H -0.2338 0.5377 -1.5844
H -0.8561 2.0456 -0.6971
H -1.7593 0.6260 -0.5862
H -0.6493 0.5835 1.5732
H -0.2314 -1.8898 1.3142
H -0.4919 -1.4826 -0.4325
H 1.7629 -2.1426 -0.5634
H 1.7100 1.7781 0.8834
*
```


Stability summary: most stable x, least stable w.


--- w ---
Density functional theory data (ωB97M-V/def2-TZVPD) for 2 unconnected molecules or ions with the total composition H6N2.

## Properties
SMILES: N.N

ORCA input file:
```
! RIJCOSX wB97M-V def2-TZVPD def2/J DEFGRID3
* xyz 0 1
N 2.9578 -4.3335 -0.5070
H 3.3504 -4.9302 0.0818
H 2.7849 -4.5268 -1.4615
H 2.8858 -3.4752 -0.1211
N -2.9799 4.3844 0.5894
H -3.7463 3.7151 0.4883
H -2.9472 4.9114 -0.1941
H -2.1732 3.9496 0.6300
*
```


--- x ---
Density functional theory data (ωB97M-V/def2-TZVPD) for 2 unconnected molecules or ions with the total composition H6N2.

## Properties
SMILES: N.N

ORCA input file:
```
! RIJCOSX wB97M-V def2-TZVPD def2/J DEFGRID3
* xyz 0 1
N -9.5713 0.4566 1.5952
H -9.9868 1.3767 1.7722
H -10.3357 -0.2257 1.6218
H -9.2169 0.4697 0.6335
N -2.9281 3.0410 2.9165
H -2.3456 2.3672 2.4093
H -3.8699 2.6399 2.9697
H -2.5680 3.0839 3.8752
*
```


Stability summary: most stable x, least stable w.